One molecule with the formula C3H4N2O. Source: the OMol25 dataset; level of theory: ωB97M-V with the def2-TZVPD basis set.

Output
Net charge: 0
DFT total energy in eV: -8201.4327
Strongest force on any atom in eV/Å: 0.5
Relative energy (zero: lowest compared OMol25 entry of this formula, charge and spin) in kcal/mol: 56.56

Geometry as XYZ:
```
10
C3H4N2O | the OMol25 dataset | ωB97M-V with the def2-TZVPD basis set
O -0.21052 -1.15490 1.67191
C 0.13218 -0.61304 0.50972
C -0.34359 0.75148 0.11778
N 0.00131 0.64481 -1.28766
C 0.83420 -0.36838 -1.57554
N 0.86136 -1.17529 -0.38212
H 0.17143 -2.05043 1.67396
H -1.37791 1.00653 0.35429
H -0.19794 1.37869 -1.94918
H 0.32486 1.49048 0.57544
```

=====

C3H4N2O as an isolated structure. Source: the OMol25 dataset; level of theory: ωB97M-V with the def2-TZVPD basis set.

Output
Net charge: 0
DFT total energy in eV: -8200.0880
Strongest force on any atom in eV/Å: 1.9
Relative energy (zero: lowest compared OMol25 entry of this formula, charge and spin) in kcal/mol: 87.57

Geometry as XYZ:
```
10
C3H4N2O | the OMol25 dataset | ωB97M-V with the def2-TZVPD basis set
N 1.70486 -0.31356 0.23820
C 0.38585 -0.08993 0.25112
C -0.22475 1.16797 0.03235
O -1.66588 0.80674 0.28243
C -1.57276 -0.44944 -0.02850
N -0.51460 -1.13541 0.33357
H 2.29540 0.49940 0.29445
H 2.09200 -1.21411 0.47607
H -0.28366 1.47716 -1.02541
H -2.21646 -0.74882 -0.85427
```

=====

One molecule with the formula C3H4N2O. Source: the OMol25 dataset; level of theory: ωB97M-V with the def2-TZVPD basis set.

Output
Net charge: 0
DFT total energy in eV: -8201.7114
SMILES string: O=C1CN=CN1
Strongest force on any atom in eV/Å: 9.3
Relative energy (zero: lowest compared OMol25 entry of this formula, charge and spin) in kcal/mol: 50.14

Geometry as XYZ:
```
10
C3H4N2O | the OMol25 dataset | ωB97M-V with the def2-TZVPD basis set
C 0.75101 -0.11504 -0.01373
C 0.02109 1.22674 0.10564
C -1.41084 -0.62845 0.03458
H -0.05493 1.73718 0.95426
H 0.21751 1.85633 -0.76632
H -2.37404 -0.92715 0.12266
H 0.13958 -2.05771 -0.15499
N -1.42094 0.67940 -0.14517
N -0.04993 -1.12315 0.05346
O 2.02505 -0.05024 -0.03408
```

=====

One molecule with the formula C3H4N2O. Source: the OMol25 dataset; level of theory: ωB97M-V with the def2-TZVPD basis set.

Output
Net charge: 0
DFT total energy in eV: -8198.8068
SMILES string: [H]/N=c1\cc[nH]o1
Strongest force on any atom in eV/Å: 11.4
Relative energy (zero: lowest compared OMol25 entry of this formula, charge and spin) in kcal/mol: 117.12

Geometry as XYZ:
```
10
C3H4N2O | the OMol25 dataset | ωB97M-V with the def2-TZVPD basis set
C -0.01106 0.16294 -0.93366
C 0.72178 -0.19005 0.19665
C -0.04621 -0.19880 1.26766
H 1.20607 0.61678 -2.26227
H 1.79088 0.16271 0.24102
H 0.69658 -0.55896 2.19219
H -2.04102 0.30885 1.21672
N 0.35557 0.37147 -2.20094
N -1.34800 -0.48824 0.85566
O -1.32460 -0.18671 -0.57303
```

=====

C3H4N2O as an isolated structure. Source: the OMol25 dataset; level of theory: ωB97M-V with the def2-TZVPD basis set.

Output
Net charge: 0
DFT total energy in eV: -8201.9069
Strongest force on any atom in eV/Å: 4.9
Relative energy (zero: lowest compared OMol25 entry of this formula, charge and spin) in kcal/mol: 45.63

Geometry as XYZ:
```
10
C3H4N2O | the OMol25 dataset | ωB97M-V with the def2-TZVPD basis set
C 1.58193 -0.04533 0.00605
C 0.15638 0.01552 -0.04423
C -1.81121 0.41780 -0.02853
H 2.10436 0.86677 0.20199
H 1.90877 -0.54071 -0.90200
H 1.77074 -0.71066 0.82710
H -2.75908 0.96104 0.16292
N -0.67671 1.04774 -0.12830
N -1.78398 -0.84657 0.03110
O -0.49121 -1.16560 -0.12611
```

=====

One molecule with the formula C3H4N2O. Source: the OMol25 dataset; level of theory: ωB97M-V with the def2-TZVPD basis set.

Output
Net charge: 0
DFT total energy in eV: -8200.1183
SMILES string: NC1=CN1C=O
Strongest force on any atom in eV/Å: 0.5
Relative energy (zero: lowest compared OMol25 entry of this formula, charge and spin) in kcal/mol: 86.87

Geometry as XYZ:
```
10
C3H4N2O | the OMol25 dataset | ωB97M-V with the def2-TZVPD basis set
N 1.71219 -0.19290 0.20400
C 0.53027 0.43046 0.25778
C -0.33685 1.39323 0.28950
N -0.79663 -0.03366 0.59047
C -1.40075 -0.83023 -0.38177
O -0.78719 -1.55401 -1.13820
H 1.70565 -1.08453 -0.27252
H 2.55517 0.35506 0.13064
H -0.68022 2.35034 0.63720
H -2.50165 -0.83378 -0.31710
```

=====

One molecule with the formula C3H4N2O. Source: the OMol25 dataset; level of theory: ωB97M-V with the def2-TZVPD basis set.

Output
Net charge: 0
DFT total energy in eV: -8199.4185
Strongest force on any atom in eV/Å: 0.5
Relative energy (zero: lowest compared OMol25 entry of this formula, charge and spin) in kcal/mol: 103.01

Geometry as XYZ:
```
10
C3H4N2O | the OMol25 dataset | ωB97M-V with the def2-TZVPD basis set
N 1.57159 0.22314 0.13038
C 0.12379 0.10945 0.06624
C -0.66619 1.04113 0.62935
N -1.96711 0.48807 0.30015
C -1.77674 -0.59770 -0.35574
O -0.46958 -0.95167 -0.57236
H 2.05915 -0.50015 0.66996
H 2.05641 0.34954 -0.76459
H 1.58526 1.11499 0.65945
H -2.51659 -1.27679 -0.76285
```

=====

One molecule with the formula C3H4N2O. Source: the OMol25 dataset; level of theory: ωB97M-V with the def2-TZVPD basis set.

Output
Net charge: 0
DFT total energy in eV: -8201.6736
SMILES string: OC1N=CC=N1
Strongest force on any atom in eV/Å: 1.8
Relative energy (zero: lowest compared OMol25 entry of this formula, charge and spin) in kcal/mol: 51.01

Geometry as XYZ:
```
10
C3H4N2O | the OMol25 dataset | ωB97M-V with the def2-TZVPD basis set
O -0.87408 1.88223 0.68344
C -0.45779 0.72355 0.07902
N 0.92154 0.59337 -0.23277
C 1.10528 -0.68782 -0.26223
C -0.10719 -1.38924 0.11227
N -1.01947 -0.54725 0.48329
H -0.21221 2.56227 0.48954
H 2.04668 -1.14013 -0.55588
H -0.31051 -2.44818 0.02022
H -1.09225 0.45119 -0.81689
```

=====

One molecule with the formula C3H4N2O. Source: the OMol25 dataset; level of theory: ωB97M-V with the def2-TZVPD basis set.

Output
Net charge: 0
DFT total energy in eV: -8199.2744
Strongest force on any atom in eV/Å: 0.6
Relative energy (zero: lowest compared OMol25 entry of this formula, charge and spin) in kcal/mol: 106.33

Geometry as XYZ:
```
10
C3H4N2O | the OMol25 dataset | ωB97M-V with the def2-TZVPD basis set
O -2.13088 0.08211 0.46189
C -0.78332 0.10757 0.30162
C 0.17390 1.03165 0.61570
C 1.33503 0.35634 -0.01190
N 1.02482 -0.99213 -0.47884
N -0.23997 -0.99816 -0.33809
H -2.33454 0.92585 0.88887
H 1.38785 0.75639 -1.04633
H 2.33670 0.46361 0.40653
H -0.76960 -1.73322 -0.79943
```

=====

C3H4N2O as an isolated structure. Source: the OMol25 dataset; level of theory: ωB97M-V with the def2-TZVPD basis set.

Output
Net charge: 0
DFT total energy in eV: -8200.7692
Strongest force on any atom in eV/Å: 3.7
Relative energy (zero: lowest compared OMol25 entry of this formula, charge and spin) in kcal/mol: 71.86

Geometry as XYZ:
```
10
C3H4N2O | the OMol25 dataset | ωB97M-V with the def2-TZVPD basis set
N -1.55148 -0.69055 -0.74133
C -0.36418 -0.31282 -0.18480
C 0.57135 -0.92913 0.48909
O 1.53380 0.53200 1.22759
C 0.99308 1.34845 0.41754
N 0.07415 0.96317 -0.40559
H -1.64574 -1.66830 -0.95385
H -1.83620 -0.08696 -1.49688
H 0.90584 -1.53563 1.27407
H 1.31937 2.37977 0.37416
```

=====

One molecule with the formula C3H4N2O. Source: the OMol25 dataset; level of theory: ωB97M-V with the def2-TZVPD basis set.

Output
Net charge: 0
DFT total energy in eV: -8199.9913
Strongest force on any atom in eV/Å: 0.5
Relative energy (zero: lowest compared OMol25 entry of this formula, charge and spin) in kcal/mol: 89.80

Geometry as XYZ:
```
10
C3H4N2O | the OMol25 dataset | ωB97M-V with the def2-TZVPD basis set
C 0.99253 -0.72901 -1.31095
C 0.00280 -0.15398 -0.58904
N -1.30772 0.14036 -0.86033
O -1.83105 0.61973 0.40479
C -0.89941 0.66451 1.27182
N 0.24112 0.26465 0.76247
H 0.79230 -1.22298 -2.25079
H 2.02106 -0.59925 -0.98863
H 1.07512 0.02416 1.27414
H -1.08675 0.99181 2.28652
```

=====

One molecule with the formula C3H4N2O. Source: the OMol25 dataset; level of theory: ωB97M-V with the def2-TZVPD basis set.

Output
Net charge: 0
DFT total energy in eV: -8202.4130
SMILES string: Oc1ccn[nH]1
Strongest force on any atom in eV/Å: 0.9
Relative energy (zero: lowest compared OMol25 entry of this formula, charge and spin) in kcal/mol: 33.96

Geometry as XYZ:
```
10
C3H4N2O | the OMol25 dataset | ωB97M-V with the def2-TZVPD basis set
O -1.98570 0.31270 0.27610
C -0.69491 -0.07298 0.29739
C 0.39676 0.61424 0.76012
C 1.46135 0.05850 0.02103
N 1.09168 -0.98669 -0.69755
N -0.24642 -1.07753 -0.49381
H -2.02250 1.17065 0.72088
H 0.37688 1.43096 1.46678
H 2.44322 0.49096 -0.10831
H -0.72626 -1.91274 -0.79566
```

=====

C3H4N2O as an isolated structure. Source: the OMol25 dataset; level of theory: ωB97M-V with the def2-TZVPD basis set.

Output
Net charge: 0
DFT total energy in eV: -8199.0529
Strongest force on any atom in eV/Å: 0.4
Relative energy (zero: lowest compared OMol25 entry of this formula, charge and spin) in kcal/mol: 111.44

Geometry as XYZ:
```
10
C3H4N2O | the OMol25 dataset | ωB97M-V with the def2-TZVPD basis set
O -2.02494 -0.57971 -0.40332
C -0.75375 -0.23427 -0.08059
C -0.34787 0.92280 0.56239
N 1.11786 0.69798 0.45501
N 1.50364 -0.51427 -0.04681
C 0.35510 -1.07064 -0.36939
H -2.59162 0.15254 -0.12457
H 0.63165 1.50944 -0.23444
H 1.76990 1.16547 1.07575
H 0.34004 -2.04934 -0.83403
```

=====

One molecule with the formula C3H4N2O. Source: the OMol25 dataset; level of theory: ωB97M-V with the def2-TZVPD basis set.

Output
Net charge: 0
DFT total energy in eV: -8202.7293
SMILES string: Nc1cnco1
Strongest force on any atom in eV/Å: 1.4
Relative energy (zero: lowest compared OMol25 entry of this formula, charge and spin) in kcal/mol: 26.66

Geometry as XYZ:
```
10
C3H4N2O | the OMol25 dataset | ωB97M-V with the def2-TZVPD basis set
N -0.88971 1.44614 -0.46059
C -0.18298 0.31652 -0.09672
C -0.43941 -0.55132 0.89267
N 0.63158 -1.45345 0.97537
C 1.43299 -1.06752 0.04313
O 1.00332 0.02012 -0.67153
H -0.64696 1.83825 -1.34508
H -1.89594 1.37708 -0.45574
H -1.41102 -0.41629 1.36872
H 2.38546 -1.48427 -0.25488
```

=====

One molecule with the formula C3H4N2O. Source: the OMol25 dataset; level of theory: ωB97M-V with the def2-TZVPD basis set.

Output
Net charge: 0
DFT total energy in eV: -8199.9978
Strongest force on any atom in eV/Å: 1.4
Relative energy (zero: lowest compared OMol25 entry of this formula, charge and spin) in kcal/mol: 89.65

Geometry as XYZ:
```
10
C3H4N2O | the OMol25 dataset | ωB97M-V with the def2-TZVPD basis set
O 2.17410 -0.35478 -0.14762
C 0.91995 0.07525 -0.18169
C -0.29348 -0.70714 0.09602
N -1.36009 -0.17644 -0.79761
C -0.81023 0.71703 0.16007
N 0.46323 1.27282 -0.34343
H 2.73787 0.41534 -0.32118
H -0.47791 -1.50155 0.81009
H -2.25280 -0.53831 -0.46577
H -1.10064 0.79778 1.19112
```

=====

One molecule with the formula C3H4N2O. Source: the OMol25 dataset; level of theory: ωB97M-V with the def2-TZVPD basis set.

Output
Net charge: 0
DFT total energy in eV: -8198.4198
Strongest force on any atom in eV/Å: 5.2
Relative energy (zero: lowest compared OMol25 entry of this formula, charge and spin) in kcal/mol: 126.04

Geometry as XYZ:
```
10
C3H4N2O | the OMol25 dataset | ωB97M-V with the def2-TZVPD basis set
C -0.52976 -0.24764 -1.46194
C 1.30045 0.14278 1.57200
C -0.26089 0.06465 -0.15692
N -1.71988 -0.41019 -1.94182
N 0.96432 0.41139 2.71462
O 0.79973 -0.44358 0.51090
H 0.31871 -0.46548 -2.06864
H -0.95401 0.73894 0.37478
H -1.44241 -0.59246 -2.90459
H 1.52372 0.80159 3.36161
```

=====

One molecule with the formula C3H4N2O. Source: the OMol25 dataset; level of theory: ωB97M-V with the def2-TZVPD basis set.

Output
Net charge: 0
DFT total energy in eV: -8202.6467
SMILES string: O=C1C=NCN1
Strongest force on any atom in eV/Å: 0.8
Relative energy (zero: lowest compared OMol25 entry of this formula, charge and spin) in kcal/mol: 28.57

Geometry as XYZ:
```
10
C3H4N2O | the OMol25 dataset | ωB97M-V with the def2-TZVPD basis set
O 0.05673 1.38930 -1.69107
C -0.33027 0.65796 -0.81433
C -0.61850 -0.82614 -0.88746
N -0.14137 -1.41024 0.13997
C 0.42397 -0.33042 0.96452
N -0.32653 0.87068 0.56872
H 1.44937 -0.18536 0.60773
H -1.05349 -1.34901 -1.73440
H 0.42305 -0.56583 2.02797
H 0.11703 1.74907 0.81835
```

=====

One molecule with the formula C3H4N2O. Source: the OMol25 dataset; level of theory: ωB97M-V with the def2-TZVPD basis set.

Output
Net charge: 0
DFT total energy in eV: -8199.2151
SMILES string: [H]/N=N/C(O)=C=C
Strongest force on any atom in eV/Å: 1.0
Relative energy (zero: lowest compared OMol25 entry of this formula, charge and spin) in kcal/mol: 107.70

Geometry as XYZ:
```
10
C3H4N2O | the OMol25 dataset | ωB97M-V with the def2-TZVPD basis set
O -1.50982 -0.63271 1.69917
C -0.56853 -0.48569 0.74164
N -1.12547 -0.24777 -0.58442
N -0.25112 0.04252 -1.40718
C 1.66314 -0.12058 -0.04165
C 0.74326 -0.50890 0.81563
H -2.35406 -0.76610 1.24469
H -0.60828 0.14553 -2.35394
H 1.89539 0.92541 -0.22737
H 2.14169 -0.83277 -0.69389
```

=====

One molecule with the formula C3H4N2O. Source: the OMol25 dataset; level of theory: ωB97M-V with the def2-TZVPD basis set.

Output
Net charge: 0
DFT total energy in eV: -8199.5403
Strongest force on any atom in eV/Å: 0.6
Relative energy (zero: lowest compared OMol25 entry of this formula, charge and spin) in kcal/mol: 100.20

Geometry as XYZ:
```
10
C3H4N2O | the OMol25 dataset | ωB97M-V with the def2-TZVPD basis set
O -1.22367 1.89586 -0.35791
C -0.65324 0.72070 -0.02916
N 0.52090 0.47611 -0.73210
C 1.10529 -0.60420 -0.33283
C 1.03048 -1.50629 0.68391
N -1.12595 -0.08577 0.84019
H -0.64640 2.29643 -1.02802
H 2.07623 -0.92919 -0.76989
H 0.88510 -2.56312 0.43014
H -1.95954 0.29804 1.29062
```

=====

A 2-piece molecular cluster, C3H4N2O overall. Source: the OMol25 dataset; level of theory: ωB97M-V with the def2-TZVPD basis set.

Output
Net charge: 0
DFT total energy in eV: -8198.2901
SMILES string: C#[N+][O-].C#CN
Strongest force on any atom in eV/Å: 0.8
Relative energy (zero: lowest compared OMol25 entry of this formula, charge and spin) in kcal/mol: 129.03

Geometry as XYZ:
```
10
C3H4N2O | the OMol25 dataset | ωB97M-V with the def2-TZVPD basis set
N 1.71357 -0.00441 -0.04257
C 0.76586 -0.98105 -0.15529
C -0.09790 -1.81951 -0.20026
O -3.06792 0.56030 0.37318
N -1.98913 1.08980 0.32223
C -0.97212 1.64252 0.25621
H 1.84115 0.53514 -0.88874
H 2.60427 -0.35734 0.28672
H -0.86109 -2.56389 -0.23847
H 0.06331 1.89843 0.28699
```